Here is an isolated molecule of C5H8O from the Open Molecules 2025 dataset. Energies are from the ωB97M-V functional and the def2-TZVPD basis.

Results
Largest force on an atom ... 0.38 eV/A
E_LUMO ... 1.11 eV
SMILES ... C[C@]12CC[C@H]1O2
Frontier orbital gap ... 10.71 eV
HOMO ... -9.6 eV

Last column: natural (NBO) charge in e.
Cartesian coordinates (Å):
C  -1.845  0.460  0.172  -0.635
C  -0.477  -0.098  -0.110  0.209
C  0.560  -0.851  0.747  -0.407
C  1.687  -0.186  -0.108  -0.418
C  0.590  0.556  -0.866  0.041
O  -0.224  -0.443  -1.472  -0.491
H  -1.853  1.517  -0.125  0.219
H  -2.122  0.395  1.229  0.219
H  -2.601  -0.058  -0.430  0.230
H  0.585  -0.491  1.780  0.208
H  0.506  -1.945  0.742  0.211
H  2.359  0.451  0.474  0.209
H  2.274  -0.860  -0.738  0.214
H  0.560  1.554  -1.295  0.192